Version A
The following is a DFT calculation (ωB97M-V/def2-TZVPD) of a single C2H6O molecule.

Geometry as XYZ:
```
9
Properties=species:S:1:pos:R:3
C -1.16353 -0.07186 0.10435
O -0.11214 0.71112 -0.40123
C 1.15099 0.15728 -0.14492
H -0.93969 -1.14805 0.04050
H -1.38479 0.17252 1.15467
H -2.05274 0.13320 -0.49785
H 1.28758 -0.78669 -0.69667
H 1.31387 -0.04429 0.92626
H 1.90045 0.87678 -0.48511
```

Values from the calculation:
- Kohn-Sham gap (eV) = 10.97
- lowest unoccupied orbital energy (eV) = 1.137
- HOMO (Ha) = -0.3614

Atom charges from the Mulliken analysis, given in e for atoms 1 to 6: -0.61 -0.32 -0.63 0.28 0.25 0.23


Version B
The following is a DFT calculation (ωB97M-V/def2-TZVPD) of 2 unconnected molecules or ions with the total composition C2H6O.

Geometry as XYZ:
```
9
Properties=species:S:1:pos:R:3
C 0.00000 0.00000 0.00000
C -0.61819 -0.18471 1.18961
H -0.28518 0.86159 -0.61445
H 0.83455 -0.61966 -0.34750
H -1.48227 0.42539 1.47658
H -0.34608 -1.02176 1.84269
O 0.25923 0.65154 4.13219
H 1.13799 0.23506 4.28247
H -0.35706 -0.10611 4.01213
```

Values from the calculation:
- Kohn-Sham gap (eV) = 10.95
- lowest unoccupied orbital energy (eV) = 0.949
- HOMO (Ha) = -0.3677

Atom charges from the Mulliken analysis, given in e for atoms 1 to 6: -0.51 -0.28 0.22 0.23 0.20 0.14


Which of them is least stable? Easy: version B.